The following is a DFT calculation (ωB97M-V/def2-TZVPD) of a structure of composition C38H29ClFeIN8O4S at a distorted geometry.

**2S+1**: 6
**E**: -4624.29123 Eh
**Charge**: -2

Cartesian coordinates (Å):
Fe1 0.8970 0.0519 0.4008
Cl1 -2.6650 5.9483 0.5630
C1 -1.4208 4.6966 0.6041
C2 -0.1174 5.0889 0.8251
C3 0.8807 4.1195 0.8690
I1 2.8803 4.6701 1.1424
C4 0.5924 2.7610 0.7229
O1 1.5265 1.8164 0.7641
C5 -0.7531 2.3883 0.5210
N1 -0.9804 1.0210 0.4317
C6 -2.2472 0.6046 0.1900
C7 -3.2954 1.4736 0.0344
C8 -3.1049 2.8707 0.1613
C9 -1.7942 3.3480 0.4228
H1 0.1172 6.1367 0.9538
H2 -2.3914 -0.4689 0.1185
H3 -4.2817 1.0731 -0.1700
H4 -3.9335 3.5595 0.0855
N2 -3.4201 3.9787 3.2805
C10 -2.3999 3.0383 3.4008
C11 -1.0739 3.4480 3.5311
C12 -0.0615 2.5124 3.6277
C13 -0.3685 1.1594 3.5898
C14 -1.6861 0.7372 3.4469
C15 -2.6951 1.6742 3.3516
S1 0.8735 -0.0054 4.0027
O2 0.2285 -1.0920 4.7012
O3 1.9294 0.7095 4.6799
N3 1.4043 -0.4339 2.5162
C16 2.1576 -1.5386 2.4102
N4 2.6260 -1.7664 1.1077
C17 2.8299 -3.0288 0.7434
C18 2.9986 -3.9932 1.7101
C19 2.9426 -3.5839 3.0352
N5 2.4890 -2.4066 3.3767
H5 -3.2110 4.9043 3.6120
H6 -4.3443 3.6568 3.5098
H7 -0.8394 4.5070 3.5400
H8 0.9703 2.8166 3.7476
H9 -1.9094 -0.3215 3.4267
H10 -3.7233 1.3555 3.2194
H11 2.8325 -3.2060 -0.3209
H12 3.1783 -5.0218 1.4349
H13 3.2178 -4.2435 3.8514
N6 -4.0129 -4.1424 -7.6400
C20 -3.4299 -3.6794 -6.7599
C21 -2.7013 -3.1010 -5.6584
C22 -1.3253 -2.8886 -5.7510
C23 -0.6275 -2.3396 -4.6947
C24 -1.2639 -1.9902 -3.4872
C25 -2.6555 -2.2086 -3.4186
C26 -3.3587 -2.7441 -4.4769
C27 -0.5281 -1.4269 -2.3631
C28 0.3392 -0.3135 -2.6093
C29 0.6632 0.2968 -3.8447
C30 1.5075 1.3770 -3.5560
C31 1.6502 1.3989 -2.1715
N7 0.9427 0.3984 -1.5994
C32 -0.7318 -2.0312 -1.0597
C33 -1.5156 -3.1646 -0.7746
C34 -1.3909 -3.4289 0.5982
C35 -0.5277 -2.4708 1.1006
N8 -0.1035 -1.6327 0.1075
H14 -0.8071 -3.1736 -6.6588
H15 0.4430 -2.2084 -4.7699
H16 -3.1781 -1.9066 -2.5207
H17 -4.4311 -2.8794 -4.4082
H18 0.2999 0.0074 -4.8180
H19 1.9519 2.0694 -4.2565
H20 2.2039 2.0982 -1.5629
H21 -2.0824 -3.7391 -1.4906
H22 -1.8697 -4.2126 1.1679
H23 -0.1973 -2.3678 2.1241
C36 4.6268 -1.2232 -1.2719
O4 3.2443 -1.0772 -1.0020
C37 2.8882 -0.6082 0.2697
C38 3.8618 0.3431 0.9261
H24 5.1368 -1.8646 -0.5418
H25 5.1340 -0.2568 -1.3073
H26 4.6904 -1.6861 -2.2560
H27 4.7767 -0.1871 1.2309
H28 3.4142 0.8052 1.8013
H29 4.1091 1.1434 0.2305

=====

The following is a DFT calculation (ωB97M-V/def2-TZVPD) of a structure of composition C38H30AuF9N6OPS.

**2S+1**: 3
**E**: -3643.71669 Eh
**Charge**: +1

Cartesian coordinates (Å):
Au1 0.6991 0.2140 -1.0049
C1 -2.5048 -0.0393 -0.2802
N1 -1.4458 0.6926 -0.9589
C2 -1.7285 1.7914 -1.5806
C3 -0.7595 2.5043 -2.3178
C4 -0.8292 3.7227 -3.0021
C5 0.4628 3.9783 -3.4549
C6 1.2558 2.9035 -3.0305
N2 0.5285 2.0132 -2.3458
C7 -2.8843 -1.3035 -1.0066
C8 -3.5359 -1.2231 -2.2340
C9 -3.9044 -2.3707 -2.9160
C10 -3.6276 -3.6199 -2.3728
C11 -2.9861 -3.7098 -1.1463
C12 -2.6161 -2.5548 -0.4708
H1 -3.3775 0.6217 -0.2212
H2 -2.2051 -0.2618 0.7474
H3 -2.7529 2.1641 -1.5367
H4 -1.7055 4.3356 -3.1343
H5 0.7940 4.8269 -4.0279
H6 2.3101 2.7498 -3.1975
H7 -3.7711 -0.2518 -2.6544
H8 -4.4347 -2.2945 -3.8565
H9 -3.9362 -4.5194 -2.8892
H10 -2.7857 -4.6780 -0.7067
H11 -2.1388 -2.6260 0.4963
C13 -1.1268 -3.0862 -5.4466
N3 -0.4686 -2.8038 -4.1918
C14 0.1107 -3.7765 -3.2777
C15 0.5883 -2.8751 -2.1415
O1 1.1592 -3.2539 -1.1442
N4 0.2705 -1.5805 -2.4541
C16 -0.3277 -1.5923 -3.6466
N5 -0.7223 -0.4647 -4.2406
H12 -0.9959 -4.1399 -5.6768
H13 -0.6835 -2.5094 -6.2605
H14 -2.1971 -2.8774 -5.3869
H15 0.9548 -4.3074 -3.7215
H16 -0.6202 -4.4943 -2.9071
H17 -0.5680 0.4121 -3.7612
H18 -1.2290 -0.4663 -5.1070
F1 -1.1300 -4.9814 4.5500
C17 -0.5865 -3.9324 5.1850
F2 -1.4386 -3.5552 6.1498
F3 0.5345 -4.3656 5.7871
C18 -0.2846 -2.7979 4.2362
C19 -0.1901 -1.5023 4.7359
C20 0.1327 -0.4620 3.8854
C21 0.3393 -0.7165 2.5296
C22 0.2540 -2.0149 2.0378
C23 -0.0563 -3.0611 2.8960
P1 0.8712 0.5636 1.3839
C24 -0.1387 2.0460 1.6160
C25 0.2185 3.1725 0.8725
C26 -0.6290 4.2614 0.8014
C27 -1.8494 4.2205 1.4644
C28 -2.1998 3.1201 2.2318
C29 -1.3408 2.0336 2.3121
C30 -2.8368 5.3414 1.2690
F4 -3.6289 5.0869 0.2038
F5 -2.2305 6.5127 1.0374
F6 -3.6418 5.4966 2.3281
C31 2.5599 0.9481 1.9262
C32 3.5011 -0.0707 1.8016
C33 4.8076 0.1252 2.2134
C34 5.1753 1.3509 2.7501
C35 4.2419 2.3666 2.8935
C36 2.9322 2.1646 2.4886
C37 6.5982 1.6120 3.1803
F7 6.6527 2.0502 4.4484
F8 7.1701 2.5557 2.4118
F9 7.3613 0.5124 3.0980
H19 -0.3680 -1.3130 5.7854
H20 0.2169 0.5447 4.2778
H21 0.4523 -2.2154 0.9896
H22 -0.1221 -4.0727 2.5204
H23 1.1422 3.1919 0.3057
H24 -0.3565 5.1193 0.2036
H25 -3.1386 3.1093 2.7679
H26 -1.6282 1.1744 2.9061
H27 3.2113 -1.0331 1.3956
H28 5.5357 -0.6671 2.1217
H29 4.5348 3.3136 3.3263
H30 2.2094 2.9598 2.6106
S1 4.4985 -2.1913 -2.3758
C38 3.5321 -1.0432 -1.7674
N6 2.8471 -0.2080 -1.3258

=====

Question: Which formula does entry 2 have?
Answer: C38H30AuF9N6OPS

=====

What did the second record say?
The following is a DFT calculation (ωB97M-V/def2-TZVPD) of a structure of composition C38H30AuF9N6OPS.

**2S+1**: 3
**E**: -3643.71669 Eh
**Charge**: +1

Cartesian coordinates (Å):
Au1 0.6991 0.2140 -1.0049
C1 -2.5048 -0.0393 -0.2802
N1 -1.4458 0.6926 -0.9589
C2 -1.7285 1.7914 -1.5806
C3 -0.7595 2.5043 -2.3178
C4 -0.8292 3.7227 -3.0021
C5 0.4628 3.9783 -3.4549
C6 1.2558 2.9035 -3.0305
N2 0.5285 2.0132 -2.3458
C7 -2.8843 -1.3035 -1.0066
C8 -3.5359 -1.2231 -2.2340
C9 -3.9044 -2.3707 -2.9160
C10 -3.6276 -3.6199 -2.3728
C11 -2.9861 -3.7098 -1.1463
C12 -2.6161 -2.5548 -0.4708
H1 -3.3775 0.6217 -0.2212
H2 -2.2051 -0.2618 0.7474
H3 -2.7529 2.1641 -1.5367
H4 -1.7055 4.3356 -3.1343
H5 0.7940 4.8269 -4.0279
H6 2.3101 2.7498 -3.1975
H7 -3.7711 -0.2518 -2.6544
H8 -4.4347 -2.2945 -3.8565
H9 -3.9362 -4.5194 -2.8892
H10 -2.7857 -4.6780 -0.7067
H11 -2.1388 -2.6260 0.4963
C13 -1.1268 -3.0862 -5.4466
N3 -0.4686 -2.8038 -4.1918
C14 0.1107 -3.7765 -3.2777
C15 0.5883 -2.8751 -2.1415
O1 1.1592 -3.2539 -1.1442
N4 0.2705 -1.5805 -2.4541
C16 -0.3277 -1.5923 -3.6466
N5 -0.7223 -0.4647 -4.2406
H12 -0.9959 -4.1399 -5.6768
H13 -0.6835 -2.5094 -6.2605
H14 -2.1971 -2.8774 -5.3869
H15 0.9548 -4.3074 -3.7215
H16 -0.6202 -4.4943 -2.9071
H17 -0.5680 0.4121 -3.7612
H18 -1.2290 -0.4663 -5.1070
F1 -1.1300 -4.9814 4.5500
C17 -0.5865 -3.9324 5.1850
F2 -1.4386 -3.5552 6.1498
F3 0.5345 -4.3656 5.7871
C18 -0.2846 -2.7979 4.2362
C19 -0.1901 -1.5023 4.7359
C20 0.1327 -0.4620 3.8854
C21 0.3393 -0.7165 2.5296
C22 0.2540 -2.0149 2.0378
C23 -0.0563 -3.0611 2.8960
P1 0.8712 0.5636 1.3839
C24 -0.1387 2.0460 1.6160
C25 0.2185 3.1725 0.8725
C26 -0.6290 4.2614 0.8014
C27 -1.8494 4.2205 1.4644
C28 -2.1998 3.1201 2.2318
C29 -1.3408 2.0336 2.3121
C30 -2.8368 5.3414 1.2690
F4 -3.6289 5.0869 0.2038
F5 -2.2305 6.5127 1.0374
F6 -3.6418 5.4966 2.3281
C31 2.5599 0.9481 1.9262
C32 3.5011 -0.0707 1.8016
C33 4.8076 0.1252 2.2134
C34 5.1753 1.3509 2.7501
C35 4.2419 2.3666 2.8935
C36 2.9322 2.1646 2.4886
C37 6.5982 1.6120 3.1803
F7 6.6527 2.0502 4.4484
F8 7.1701 2.5557 2.4118
F9 7.3613 0.5124 3.0980
H19 -0.3680 -1.3130 5.7854
H20 0.2169 0.5447 4.2778
H21 0.4523 -2.2154 0.9896
H22 -0.1221 -4.0727 2.5204
H23 1.1422 3.1919 0.3057
H24 -0.3565 5.1193 0.2036
H25 -3.1386 3.1093 2.7679
H26 -1.6282 1.1744 2.9061
H27 3.2113 -1.0331 1.3956
H28 5.5357 -0.6671 2.1217
H29 4.5348 3.3136 3.3263
H30 2.2094 2.9598 2.6106
S1 4.4985 -2.1913 -2.3758
C38 3.5321 -1.0432 -1.7674
N6 2.8471 -0.2080 -1.3258